{
  "formula": "C16H18ClNO8Sc",
  "method": "ωB97M-V with the def2-TZVPD basis set",
  "species": ["Sc", "C", "O", "C", "C", "O", "C", "C", "O", "C", "H", "H", "H", "H", "H", "H", "H", "H", "H", "H", "H", "H", "H", "H", "O", "C", "C", "O", "C", "C", "O", "C", "O", "O", "Cl", "C", "C", "C", "C", "N", "C", "H", "H", "H", "H"],
  "xyz": [[0.00200, -0.45277, -0.18271], [-3.23969, -0.55071, -0.12168], [-2.07305, 0.29703, -0.10240], [-2.35539, 1.65384, 0.25244], [-1.06271, 2.45047, 0.13336], [0.08922, 1.65887, 0.48814], [0.50392, 1.64484, 1.87913], [-0.29032, 0.61956, 2.65961], [-0.25096, -0.64272, 1.96636], [0.42843, -1.69937, 2.69343], [-3.89424, -0.24934, -0.93769], [-3.76184, -0.47148, 0.83080], [-2.89892, -1.57236, -0.26880], [-2.77244, 1.67230, 1.26038], [-3.09732, 2.06549, -0.43325], [-1.10426, 3.34150, 0.75704], [-0.89846, 2.75937, -0.89534], [0.38625, 2.63674, 2.31274], [1.55807, 1.38110, 1.85965], [-1.33474, 0.90759, 2.76287], [0.13425, 0.51565, 3.65689], [-0.02661, -1.79927, 3.67512], [1.48747, -1.46174, 2.77712], [0.28724, -2.61282, 2.12801], [3.88239, -5.01392, -0.63802], [3.11355, -4.11078, -0.55138], [3.45316, -2.63552, -0.23422], [4.53317, -2.17540, 0.00609], [2.14791, -1.94841, -0.24778], [1.11716, -2.81008, -0.46857], [-0.15192, -2.35290, -0.43810], [1.57583, -4.18891, -0.70200], [0.91954, -5.15713, -0.96648], [1.89420, -0.64437, -0.03478], [0.99471, 2.72994, -4.96676], [0.30030, 1.31320, -4.28833], [-0.40072, 0.40914, -5.07053], [-0.93136, -0.71766, -4.46586], [-0.74628, -0.90306, -3.11067], [-0.08419, -0.01183, -2.35456], [0.44169, 1.07143, -2.93938], [-0.51456, 0.58676, -6.13203], [-1.46618, -1.45991, -5.04138], [-1.11671, -1.78654, -2.60858], [1.00788, 1.75319, -2.31562]],
  "forces_ev_per_a": [[-1.015, 0.765, -0.150], [0.056, 0.091, 0.018], [-0.321, 0.159, -0.031], [-0.022, -0.097, -0.004], [0.090, -0.112, 0.129], [-0.139, 0.299, 0.249], [-0.116, 0.031, -0.066], [0.020, -0.068, -0.016], [0.026, 0.153, 0.559], [-0.045, 0.127, -0.030], [-0.033, 0.005, -0.017], [-0.029, -0.018, 0.031], [0.036, -0.019, -0.011], [-0.002, 0.007, 0.058], [-0.062, 0.041, -0.012], [-0.005, 0.070, 0.014], [0.041, -0.024, -0.071], [0.007, 0.084, -0.026], [0.079, -0.014, -0.065], [-0.068, -0.004, 0.024], [0.014, -0.021, 0.045], [-0.023, -0.012, 0.052], [0.056, -0.005, 0.007], [-0.020, -0.039, -0.062], [0.057, -0.057, -0.032], [-0.076, 0.050, 0.067], [-0.041, 0.040, 0.025], [0.072, 0.014, -0.028], [0.170, 0.449, 0.052], [-0.470, -0.125, 0.012], [0.382, -1.165, -0.144], [0.001, 0.067, -0.111], [-0.023, -0.071, 0.033], [1.395, -0.699, 0.088], [0.008, 0.009, -0.026], [-0.005, 0.071, -0.155], [-0.036, -0.018, -0.094], [0.058, -0.022, -0.100], [0.013, 0.165, -0.004], [-0.043, 0.008, -0.552], [0.028, -0.096, 0.263], [-0.005, -0.010, 0.023], [0.002, 0.023, -0.004], [-0.004, -0.028, 0.039], [-0.007, -0.005, 0.021]],
  "charge": 1,
  "e_lumo_ev": -3.381,
  "relative_energy_kcal_mol": 3.54,
  "total_energy_ev": -67972.84264,
  "homo_ha": -0.4077,
  "largest_force_ha_per_bohr": 0.0304,
  "gap_ev": 7.713
}